(1)
Density functional theory data (the ωB97M-V functional and the def2-TZVPD basis) for an isolated molecule of C12H24NOS at a distorted geometry.

Each line ends with the natural charge from an NBO analysis.
Element x y z (Å)
C: -1.273 2.209 2.182  -0.598
C: -0.551 1.192 1.252  0.093
C: 0.898 1.676 1.123  -0.626
C: -1.238 1.249 -0.125  -0.398
C: -1.220 -0.005 -1.018  -0.217
C: -0.256 0.135 -2.225  -0.392
C: 1.133 -0.449 -2.082  -0.418
C: 2.037 -0.035 -3.251  -0.491
S: 2.757 1.627 -2.987  -0.055
C: -1.108 -1.329 -0.242  -0.405
C: -0.411 -1.345 1.123  0.096
C: -1.057 -2.507 1.901  -0.596
C: 1.091 -1.686 1.062  -0.619
N: -0.657 -0.121 1.907  0.030
O: -0.170 -0.150 3.092  -0.400
H: -0.544 2.696 2.818  0.214
H: -1.968 1.686 2.824  0.227
H: -1.785 2.966 1.602  0.204
H: 0.864 2.752 0.997  0.213
H: 1.463 1.485 2.028  0.232
H: 1.418 1.275 0.258  0.199
H: -2.276 1.516 0.045  0.211
H: -0.802 2.096 -0.641  0.211
H: -2.201 -0.037 -1.476  0.211
H: -0.209 1.173 -2.535  0.201
H: -0.733 -0.389 -3.054  0.202
H: 1.108 -1.533 -2.070  0.207
H: 1.622 -0.101 -1.182  0.207
H: 2.897 -0.687 -3.280  0.223
H: 1.504 -0.063 -4.193  0.209
H: 1.744 2.195 -2.320  0.110
H: -2.130 -1.646 -0.056  0.213
H: -0.685 -2.106 -0.863  0.216
H: -2.127 -2.361 1.993  0.208
H: -0.589 -2.616 2.868  0.229
H: -0.876 -3.421 1.341  0.204
H: 1.714 -0.825 0.856  0.214
H: 1.378 -2.079 2.027  0.225
H: 1.239 -2.438 0.301  0.207

Computed properties:
Orbital gap (spin up / spin down)   9.00 / 9.55 eV
Energy above the lowest of the compared OMol25 structures with the same formula, charge and spin   8.7 kcal per mole
HOMO energy (spin up / spin down)   -0.30438 / -0.33557 Ha
LUMO energy (spin up / spin down)   0.7221 / 0.4195 eV
Maximum force   1.23 eV/Å
Multiplicity   2

---

(2)
Density functional theory data (the ωB97M-V functional and the def2-TZVPD basis) for a cluster of 4 separate species, C12H24O12 in total at a distorted geometry.

Each line ends with the natural charge from an NBO analysis.
Element x y z (Å)
C: -26.251 16.356 4.202  -0.256
O: -25.796 15.650 3.055  -0.490
C: -24.863 14.744 3.222  0.987
O: -24.427 14.337 4.263  -0.664
O: -24.556 14.243 2.030  -0.507
C: -23.447 13.334 2.011  -0.269
H: -25.397 16.715 4.781  0.192
H: -26.887 15.710 4.806  0.198
H: -26.790 17.233 3.855  0.196
H: -23.727 12.483 2.627  0.197
H: -22.550 13.805 2.417  0.186
H: -23.226 13.066 0.986  0.226
C: -22.874 10.068 -2.984  -0.252
O: -24.081 10.045 -2.259  -0.500
C: -24.137 10.660 -1.080  0.985
O: -23.193 11.226 -0.590  -0.655
O: -25.347 10.540 -0.599  -0.498
C: -25.643 11.157 0.665  -0.257
H: -22.004 9.658 -2.475  0.194
H: -22.655 11.089 -3.302  0.186
H: -23.050 9.483 -3.885  0.194
H: -26.649 10.900 0.977  0.198
H: -25.338 12.198 0.638  0.203
H: -25.004 10.632 1.384  0.200
C: -24.918 8.383 2.839  -0.281
O: -24.128 8.636 3.977  -0.489
C: -23.158 9.541 3.864  0.986
O: -22.755 10.107 2.883  -0.645
O: -22.706 9.785 5.087  -0.499
C: -21.638 10.703 5.228  -0.260
H: -25.864 8.912 2.954  0.214
H: -25.121 7.321 2.668  0.193
H: -24.433 8.593 1.880  0.200
H: -20.853 10.570 4.485  0.200
H: -21.175 10.450 6.184  0.193
H: -21.977 11.737 5.266  0.193
C: -29.276 12.028 2.309  -0.251
O: -28.620 12.535 3.456  -0.500
C: -27.645 11.831 4.012  0.990
O: -27.372 10.695 3.758  -0.660
O: -27.032 12.631 4.852  -0.489
C: -25.918 12.091 5.556  -0.258
H: -29.906 12.808 1.896  0.202
H: -29.940 11.213 2.624  0.186
H: -28.563 11.612 1.598  0.187
H: -26.118 11.248 6.214  0.192
H: -25.488 12.895 6.143  0.211
H: -25.163 11.801 4.825  0.190

Computed properties:
Orbital gap   11.42 eV
Energy above the lowest of the compared OMol25 structures with the same formula, charge and spin   10.6 kcal per mole
SMILES string   COC(=O)OC.COC(=O)OC.COC(=O)OC.COC(=O)OC
HOMO energy   -0.39151 Ha
LUMO energy   0.7713 eV
Maximum force   1.99 eV/Å
Multiplicity   1

---

DFT total energy / Ha: -999.7355, -1374.5316